329
Properties=species:S:1:pos:R:3:forces:R:3 method="wB97M-V/def2-TZVPD" gap_ev="7.090 / 7.209" homo_ha="-0.2445 / -0.2774" multiplicity=3 s2=2.01
Pd -1.4158 2.3446 -1.3977 -0.02 0.52 -0.49
C -1.1859 3.6857 -5.9316 0.12 0.98 -0.69
C 0.1064 3.9906 -5.1367 -0.96 -3.18 0.97
C 1.0217 5.0189 -5.6233 0.75 0.22 -1.19
C 0.4781 6.4224 -5.4081 0.44 -0.23 0.67
C 0.4581 6.5841 -3.8773 -1.19 -1.03 -0.39
C -0.5861 5.6045 -3.2698 -0.65 0.89 1.08
N -0.2805 4.2398 -3.7280 0.34 1.07 -0.25
O -1.0235 3.3504 -3.2458 -0.59 -1.36 0.49
C -2.1005 5.9346 -3.5645 0.54 -1.14 -0.94
C -0.5516 5.6202 -1.6914 -0.94 1.39 -2.68
C 0.8440 2.6112 -5.1486 0.80 1.21 -0.50
H -1.0566 4.1630 -6.9008 -0.03 -0.17 -0.41
H -2.1002 4.1558 -5.5333 0.42 -0.79 0.07
H -1.2279 2.5971 -6.0818 -0.68 0.57 0.15
H 1.2060 4.6815 -6.6517 -0.02 0.76 -0.19
H 2.0060 4.8469 -5.1346 -0.56 0.62 -0.07
H -0.4681 6.6358 -5.9041 -0.29 -0.41 0.20
H 1.1383 7.1291 -5.8321 0.96 0.89 -0.45
H 0.2342 7.5703 -3.5160 -0.18 0.61 -0.01
H 1.4542 6.3189 -3.5216 0.01 -0.02 0.23
H -2.2183 6.9547 -3.3096 -0.30 1.20 0.34
H -2.7535 5.3229 -2.8692 0.62 0.52 -1.24
H -2.3649 5.8488 -4.6577 0.04 -0.09 1.31
H 0.4294 5.2948 -1.4834 0.97 -0.35 1.28
H -1.3681 4.9572 -1.4715 0.11 -0.47 1.02
H -0.8300 6.6633 -1.3835 0.59 -1.07 -0.05
H 1.8255 2.7555 -4.6720 -0.26 -0.51 -0.08
H 0.9708 2.2164 -6.1781 0.04 0.54 0.46
H 0.2278 1.9172 -4.6358 -0.29 -0.74 0.73
C -0.1939 -0.4834 1.9883 -0.67 1.29 -1.03
C 0.4249 0.2811 0.7491 0.21 0.09 -0.09
C 1.7239 -0.3182 0.2788 0.76 -1.93 2.14
C 1.6221 -1.7139 -0.3414 -0.09 0.91 -0.24
C 0.8848 -1.4285 -1.5936 -1.79 -0.56 -0.65
C -0.5036 -0.8689 -1.2768 -0.09 -1.12 0.27
N -0.3633 0.3311 -0.4350 -2.19 0.51 -0.87
O -1.6417 0.8617 -0.1656 0.26 -0.54 0.90
C -1.3230 -2.0131 -0.5987 0.68 0.45 0.09
C -1.2081 -0.4804 -2.5474 -1.54 0.78 0.06
C 0.7615 1.6925 1.1913 0.12 0.29 0.33
H -0.9363 -1.2264 1.7255 0.09 0.07 0.09
H -0.7090 0.2473 2.6276 0.16 -0.16 -0.16
H 0.5907 -0.9281 2.5459 0.79 -0.54 0.66
H 2.2980 -0.3501 1.1793 0.52 -0.41 0.71
H 2.4120 0.2493 -0.3204 -0.47 0.89 -0.92
H 1.1051 -2.5259 0.1921 0.60 0.44 0.36
H 2.6183 -1.9373 -0.6561 0.80 -0.95 0.31
H 0.6605 -2.2983 -2.2059 0.31 -0.41 -0.18
H 1.4396 -0.7510 -2.2031 0.40 0.75 -0.54
H -1.2322 -2.9887 -1.0659 -0.17 0.05 -0.76
H -2.3439 -1.7244 -0.4579 -0.70 0.12 -0.13
H -0.9358 -2.2108 0.3742 0.20 -0.14 0.63
H -2.0536 0.2241 -2.2641 0.60 -1.10 -0.44
H -1.6367 -1.3688 -3.0733 0.55 0.78 0.22
H -0.5424 0.1356 -3.1489 0.13 -0.24 -0.52
H -0.1111 2.3642 1.2426 0.16 -0.48 0.29
H 1.4517 2.1330 0.4616 0.02 0.07 0.26
H 1.2478 1.5555 2.1786 -0.13 0.68 -0.43
C 2.6780 -1.2847 5.1401 0.45 0.23 1.66
C 3.9069 -2.1921 4.7836 -0.69 1.68 -0.85
C 3.6085 -3.1724 3.6783 0.96 -1.83 -0.83
C 3.4035 -2.5607 2.3141 2.30 0.97 0.35
C 4.6959 -1.7655 1.9147 -0.95 1.60 -0.62
C 5.0531 -0.6202 2.9518 -1.94 -2.34 -0.50
N 5.0233 -1.3381 4.2528 0.94 -0.12 0.25
O 5.2244 -0.3257 5.2079 0.32 0.59 1.06
C 6.4683 -0.1591 2.6596 -0.19 1.65 0.48
C 3.9979 0.5049 2.8866 0.30 0.17 0.99
C 4.4304 -2.9731 5.9766 -0.63 0.24 -0.63
H 1.9255 -1.3296 4.3908 -0.57 0.15 -0.88
H 2.9503 -0.2124 5.3577 -0.13 -1.24 -0.40
H 2.1575 -1.6292 6.0580 0.42 -0.06 -0.34
H 4.5001 -3.8555 3.6150 -0.50 0.54 -0.03
H 2.8111 -3.8887 3.8578 -0.44 0.23 0.60
H 2.6101 -1.8541 2.3942 -0.81 0.37 -0.30
H 3.2031 -3.2796 1.5421 -0.36 -0.47 -0.20
H 4.5172 -1.2301 0.9430 0.04 -0.41 0.59
H 5.5763 -2.3756 1.7168 -0.06 -0.43 0.36
H 7.1448 -0.9771 2.7866 0.51 -0.51 0.22
H 6.5502 0.1795 1.6242 -0.13 0.02 -0.04
H 6.7854 0.7188 3.2977 -0.33 -0.96 -0.54
H 2.9597 0.1510 3.0802 0.92 0.21 0.02
H 4.2803 1.2797 3.6514 -0.49 -0.59 -0.79
H 3.9999 0.9314 1.8999 0.11 0.33 -0.26
H 4.7971 -2.2978 6.7201 0.13 0.33 0.65
H 5.2581 -3.5365 5.5670 0.15 -0.58 0.40
H 3.5940 -3.5792 6.3731 0.67 0.04 -0.12
H 6.1655 -0.3528 5.3951 0.11 -0.08 0.13
C 6.9616 -6.4110 -1.2846 -0.83 1.03 -0.08
C 5.7320 -5.4746 -1.0542 0.45 -1.33 0.35
C 6.0709 -4.0743 -1.5320 1.69 -0.11 0.35
C 4.8649 -3.2058 -1.7219 -0.56 1.53 0.03
C 3.8103 -3.8240 -2.6097 1.00 -0.66 -0.51
C 3.4315 -5.2454 -2.1766 -1.06 0.42 0.25
N 4.6712 -6.0006 -1.9386 -0.32 0.49 -0.06
O 4.2991 -7.2925 -1.4722 -0.21 -0.60 -0.93
C 2.3610 -5.1586 -1.0178 -0.42 -1.41 -1.24
C 2.7039 -5.8697 -3.3941 -0.77 -0.75 0.70
C 5.3832 -5.5631 0.4497 -0.25 0.49 -0.60
H 7.1901 -6.4484 -2.3651 0.25 0.08 0.63
H 6.7585 -7.3927 -0.9153 -0.33 -0.75 0.03
H 7.7394 -6.0353 -0.6319 0.64 0.23 -0.37
H 6.6579 -3.5285 -0.7523 -0.02 -0.76 -0.41
H 6.7909 -4.2179 -2.4050 -1.29 0.63 0.63
H 5.2269 -2.2663 -2.2081 -0.48 -0.37 0.57
H 4.4320 -2.9428 -0.7129 0.50 -0.20 -0.92
H 4.2790 -3.9058 -3.5903 0.10 -0.17 -0.29
H 2.9419 -3.2108 -2.8019 -0.43 0.22 0.45
H 2.1497 -6.1599 -0.5893 0.10 0.30 -0.44
H 2.6096 -4.5501 -0.1827 0.37 0.93 0.47
H 1.4084 -4.8039 -1.4964 0.76 -0.12 0.63
H 2.1672 -6.8464 -3.1912 0.73 0.93 0.03
H 1.9067 -5.1671 -3.6541 0.10 -0.08 -0.28
H 3.3813 -6.0089 -4.2325 0.08 0.08 -0.09
H 4.9776 -6.5463 0.6550 -0.17 -0.10 0.20
H 4.6915 -4.7768 0.7319 -0.45 0.01 0.06
H 6.2403 -5.3898 1.0850 0.49 -0.12 -0.01
H 4.1317 -7.7485 -2.3260 0.24 0.11 0.94
C -4.9170 2.5289 -4.0223 0.68 0.14 1.19
C -5.7102 1.3970 -3.3495 -1.29 -0.66 0.16
C -5.3100 -0.0115 -3.8700 0.08 0.59 0.17
C -5.8525 -1.1601 -3.0152 0.52 -1.46 -0.18
C -5.3677 -1.0552 -1.5646 -1.08 2.48 0.03
C -5.9091 0.3532 -0.9873 2.71 -1.17 -0.37
N -5.4144 1.3837 -1.8919 0.07 1.82 -0.40
O -5.8058 2.6879 -1.3692 -0.88 -0.94 0.14
C -7.3421 0.3031 -0.7544 -2.82 0.35 1.05
C -5.1599 0.5222 0.3508 -0.29 0.23 -0.93
C -7.2378 1.5605 -3.6320 0.58 -1.21 0.47
H -5.0304 3.5233 -3.5042 0.00 -1.17 -0.27
H -5.3322 2.6651 -5.0105 0.38 -0.10 -0.55
H -3.8256 2.2527 -3.9912 -0.94 0.42 -0.38
H -5.6123 -0.1423 -4.9230 0.05 0.18 0.35
H -4.2222 -0.0444 -3.8279 0.25 -0.18 -0.09
H -5.4969 -2.1028 -3.4956 -0.10 0.47 0.40
H -6.9440 -1.2621 -3.0541 0.15 0.26 0.02
H -4.2967 -0.9868 -1.4748 0.60 0.02 -0.36
H -5.6620 -1.7798 -0.8177 -0.51 -0.62 -0.33
H -7.8448 1.2806 -0.4839 0.66 -0.85 -0.16
H -7.9516 -0.1213 -1.5420 0.02 -0.09 -0.26
H -7.4753 -0.3417 0.1171 -0.28 0.05 0.08
H -5.1952 -0.4376 0.8299 -0.12 -0.39 0.71
H -4.1404 0.6980 0.0425 0.48 0.42 0.44
H -5.5681 1.3145 0.9920 0.27 -0.13 -0.21
H -7.7178 0.5966 -3.3999 0.01 0.45 -0.24
H -7.4618 1.7785 -4.6712 0.06 0.33 -0.06
H -7.6511 2.2727 -2.9436 -0.39 0.67 -0.08
H -6.7722 2.6244 -1.1234 1.29 0.06 -0.40
C 1.4696 7.6210 -0.0048 -0.64 1.65 2.04
C 2.2113 8.3238 1.2504 0.41 -1.17 -0.26
C 1.2078 8.9867 2.2126 -0.16 -0.85 -0.14
C 0.4373 7.9717 3.0742 -1.39 0.92 -0.25
C 1.3298 7.0176 3.8110 1.56 -0.39 -0.26
C 2.3480 6.3319 2.8474 -0.11 -1.30 0.28
N 3.0425 7.3321 2.0637 -0.26 2.47 -0.48
O 4.0733 6.8288 1.2125 -1.00 -0.18 0.82
C 3.4155 5.4800 3.5121 1.40 -0.70 0.88
C 1.6226 5.3201 1.9899 -1.51 -2.17 -0.46
C 3.2326 9.3479 0.7375 0.55 -0.38 -0.10
H 0.3965 7.4349 0.2105 0.80 -0.26 0.07
H 1.9630 6.7482 -0.3541 0.34 -0.89 -0.15
H 1.4614 8.3127 -0.8185 0.11 0.67 -0.66
H 1.6668 9.6130 2.9449 1.10 0.63 0.21
H 0.5601 9.6616 1.6392 -0.16 -0.36 0.04
H -0.2914 7.4698 2.4233 -0.02 -0.13 0.37
H -0.1152 8.5619 3.8470 0.03 -0.50 -0.70
H 0.8060 6.2438 4.3908 -0.07 0.16 -0.39
H 1.8909 7.6002 4.5385 0.27 0.06 0.16
H 2.9700 4.7081 4.1488 -0.19 0.36 0.21
H 3.9582 4.8482 2.7629 -0.34 0.81 0.38
H 4.1913 6.0286 4.1084 -0.79 -0.22 -0.55
H 0.6337 5.6361 1.6344 0.33 0.15 -0.12
H 2.2509 5.0735 1.1218 -0.38 -0.09 0.09
H 1.3891 4.2921 2.4829 0.68 1.77 -0.44
H 3.9328 9.5684 1.5540 -0.41 0.32 0.00
H 2.7487 10.2646 0.3588 0.24 -0.42 0.07
H 3.8997 8.8739 -0.0125 -0.76 0.58 0.17
H 3.6004 6.2152 0.6383 0.38 -0.40 -0.63
C 6.9712 5.6150 -2.5067 -0.13 -0.56 1.46
C 5.5321 5.8308 -1.8937 0.76 0.20 -2.61
C 4.4611 5.5602 -2.9546 -1.39 0.14 0.93
C 4.2305 4.0776 -3.2188 -0.33 0.20 -0.89
C 3.9141 3.2870 -1.9602 -0.11 0.62 -0.29
C 4.9903 3.5375 -0.9322 0.27 -0.85 0.54
N 5.1726 5.0005 -0.7793 0.04 -0.55 0.73
O 6.1610 5.1072 0.2179 0.38 1.11 1.04
C 4.4701 3.0578 0.4210 -0.64 0.63 -0.12
C 6.2297 2.6606 -1.2770 0.70 0.46 1.20
C 5.3820 7.3362 -1.6051 0.27 -0.26 -1.25
H 7.6840 5.5765 -1.6763 -0.06 0.37 0.03
H 7.2020 6.4705 -3.1124 0.21 0.26 -0.48
H 7.2063 4.6792 -3.0237 -0.67 0.22 -0.30
H 3.5143 6.0277 -2.5543 0.59 -0.54 -0.25
H 4.6675 6.1347 -3.8514 0.27 -0.15 -0.30
H 5.1429 3.7302 -3.7016 -0.10 -0.44 -0.22
H 3.3759 3.9869 -3.9148 0.59 -0.14 0.08
H 3.7939 2.2022 -2.1163 0.04 0.40 -0.14
H 2.9734 3.6890 -1.5804 -0.25 -0.15 0.18
H 5.1713 3.1559 1.2632 -0.30 -0.12 -0.45
H 3.5327 3.6014 0.5996 0.33 0.16 0.41
H 4.1038 2.0583 0.3050 0.22 -0.88 0.00
H 7.0721 2.8809 -0.5738 -0.75 -0.21 -0.33
H 5.9894 1.5778 -1.1875 0.00 0.76 -0.13
H 6.6352 2.8767 -2.2451 0.00 -0.14 -0.69
H 6.1419 7.6937 -0.9435 0.19 0.27 0.84
H 4.3688 7.4703 -1.2639 -0.11 0.40 0.43
H 5.5109 7.9450 -2.5505 -0.20 -0.88 0.81
H 5.7695 5.7108 0.8879 0.21 -0.40 -0.44
C -1.9634 4.6218 2.6443 1.40 -1.95 -0.30
C -3.3285 3.9474 2.8660 -1.06 2.53 -0.16
C -4.0098 4.6375 4.0707 0.60 -1.26 0.11
C -4.4200 6.0655 3.8683 -0.99 1.52 -0.80
C -5.3104 6.2004 2.5654 1.53 -0.51 0.33
C -4.6799 5.6136 1.2880 -0.48 -0.06 0.72
N -4.2925 4.2062 1.7006 0.91 -0.50 -0.72
O -3.7735 3.5911 0.5053 -1.51 -0.30 0.10
C -5.8769 5.4996 0.2711 0.73 -1.33 0.11
C -3.4950 6.4576 0.7213 -0.38 -1.02 0.37
C -3.1430 2.4493 3.1318 -1.76 -0.27 -1.02
H -1.2363 4.2241 3.4024 -0.53 0.16 -0.72
H -1.7825 5.6801 2.6265 -0.81 0.56 0.23
H -1.6308 4.2685 1.6453 0.47 0.13 0.53
H -4.9313 4.0863 4.3429 0.48 0.00 -0.14
H -3.2650 4.4852 4.8711 -0.50 0.35 0.18
H -3.6188 6.8482 3.8235 -0.29 -0.93 0.08
H -5.0466 6.3277 4.7433 0.27 0.16 -0.43
H -5.5583 7.2148 2.3140 -0.25 0.68 0.30
H -6.2086 5.6169 2.6305 -0.61 -0.08 0.73
H -5.5707 4.7795 -0.5105 -0.28 0.43 0.21
H -6.7985 5.1086 0.7555 0.72 0.02 -0.11
H -6.1708 6.4332 -0.1876 0.31 0.49 -0.03
H -2.8544 5.7432 0.1954 0.20 0.27 0.13
H -3.7974 7.1793 -0.0389 -0.19 0.20 0.34
H -2.9586 6.9129 1.5699 -0.11 0.11 -0.67
H -2.2427 2.2146 3.6981 -0.18 0.13 0.17
H -3.1044 1.9200 2.1562 0.19 0.15 0.53
H -4.0920 2.0873 3.6309 1.18 0.18 -0.28
H -2.8262 3.5530 0.5257 1.15 0.09 0.23
C -0.2973 -4.8385 1.9557 0.85 -0.09 -0.49
C -0.1251 -6.1133 2.8580 0.02 0.83 0.41
C -1.4006 -6.8984 2.7287 0.17 0.14 -1.99
C -1.3234 -8.1917 3.4199 -0.15 -1.80 0.40
C -0.1031 -8.9699 2.8470 0.96 -0.23 0.17
C 1.2971 -8.2585 2.9806 -2.17 0.01 0.18
N 1.0157 -6.9409 2.3670 0.88 1.39 0.30
O 2.1883 -6.0620 2.5409 -0.27 -0.67 -0.52
C 1.8331 -8.3201 4.4275 -2.16 0.45 -0.09
C 2.3162 -9.0129 2.1514 0.97 2.06 -0.09
C -0.0348 -5.6084 4.3577 -0.54 0.91 -1.51
H 0.0324 -5.0635 0.9200 -0.03 0.14 0.52
H 0.2321 -3.9272 2.3279 -0.05 -0.84 -0.28
H -1.3485 -4.5424 1.8715 0.15 -0.28 0.16
H -2.1920 -6.2298 3.0075 -0.67 0.07 0.50
H -1.6079 -7.1734 1.6565 0.35 0.61 0.59
H -2.2534 -8.7182 3.1474 0.36 -0.27 0.34
H -1.3222 -8.1128 4.5250 0.27 -0.07 -0.51
H -0.2178 -9.1729 1.7489 -0.25 0.06 0.96
H 0.1123 -9.9070 3.3840 -0.71 -0.06 -0.30
H 2.5679 -7.5474 4.4730 0.83 0.22 0.59
H 1.0414 -8.1875 5.2078 0.59 0.25 -0.65
H 2.1896 -9.3248 4.5618 0.66 -0.26 0.22
H 3.3029 -8.5183 2.3902 -0.70 -0.85 -0.43
H 2.3236 -10.0464 2.4149 0.14 -0.74 0.17
H 2.1160 -8.8722 1.0957 -0.01 -0.14 -0.28
H -0.3575 -4.5569 4.2512 0.26 -0.30 0.62
H 0.9768 -5.6239 4.7049 0.54 0.00 0.36
H -0.7244 -6.0661 5.0620 0.14 -0.39 -0.05
H 2.5389 -5.9873 1.6342 -0.19 -0.06 0.46
C -1.2435 -2.3803 -5.7407 1.96 0.68 -0.32
C -1.0641 -3.8861 -5.5899 0.37 -0.07 1.25
C -1.2387 -4.3266 -4.1106 0.75 -1.63 -0.03
C -1.3147 -5.8666 -4.0467 1.52 -0.53 -0.34
C -2.4447 -6.4242 -4.8823 -0.10 0.17 -0.86
C -2.3064 -6.0173 -6.3982 -2.64 1.45 1.48
N -2.1091 -4.5257 -6.3809 -0.26 -0.57 -0.13
O -2.0104 -4.0230 -7.7009 0.14 -0.53 -0.16
C -1.2657 -6.8548 -7.0338 0.82 0.32 -1.08
C -3.7239 -6.2102 -7.0916 1.22 0.19 0.81
C 0.3924 -4.2458 -6.0578 -1.01 -0.85 -0.80
H -0.8898 -2.0786 -6.7490 -0.29 -0.07 0.56
H -0.5345 -1.9234 -5.0240 -0.34 0.01 -0.26
H -2.2095 -1.9250 -5.5927 -0.56 -0.44 0.20
H -0.3640 -4.0400 -3.4752 -0.69 0.28 -0.58
H -2.1666 -4.0437 -3.6405 -0.34 0.99 -0.06
H -1.4246 -6.2310 -3.0366 -0.19 0.18 0.59
H -0.3195 -6.3104 -4.3363 -0.88 0.34 -0.02
H -3.3924 -6.0534 -4.4597 0.16 -0.04 -0.34
H -2.4724 -7.5222 -4.8360 0.00 0.21 0.05
H -0.3245 -6.7819 -6.5030 0.10 -0.32 -0.04
H -1.5970 -7.8692 -7.0752 -0.16 -0.82 0.19
H -1.0996 -6.5865 -8.0825 0.09 0.18 0.05
H -3.6679 -5.8968 -8.1383 -0.19 -0.07 0.24
H -3.9571 -7.2604 -7.0098 -0.17 -0.50 -0.26
H -4.5121 -5.6727 -6.5352 0.53 0.04 -0.38
H 1.1893 -3.6873 -5.5881 -0.03 0.50 0.07
H 0.3788 -4.0677 -7.1530 0.69 0.06 0.55
H 0.6331 -5.3172 -5.9174 -0.16 0.73 0.03
H -1.1263 -4.3089 -7.9860 -0.27 0.13 -0.41
C -2.9115 -1.1742 4.2144 0.42 -1.83 1.27
C -3.8072 -2.4696 4.3792 0.80 -0.38 -1.99
C -3.3714 -3.3131 5.5983 -1.62 0.49 -1.56
C -4.4202 -4.3853 5.8980 -0.28 1.40 0.96
C -5.8103 -3.8127 6.2405 -0.31 1.01 -1.22
C -6.3527 -2.9942 4.9997 0.31 1.88 0.89
N -5.1710 -2.0281 4.5523 -2.77 0.33 0.36
O -5.6570 -1.2142 3.3782 0.72 -1.97 0.90
C -6.9497 -3.9437 3.9542 1.25 -0.12 -0.17
C -7.4494 -1.9603 5.5351 1.81 -0.17 -1.30
C -3.5996 -3.4094 3.1120 -0.72 1.19 0.56
H -1.8659 -1.5221 4.0462 -0.53 0.30 0.29
H -2.9662 -0.5843 5.1589 0.07 -0.26 -0.73
H -3.1709 -0.5957 3.3547 -0.42 0.41 -0.48
H -2.4127 -3.7552 5.3866 0.42 -0.16 -0.04
H -3.2790 -2.6271 6.3969 0.15 0.55 1.31
H -4.0656 -4.7946 6.8131 0.28 -1.37 0.55
H -4.5227 -5.0822 5.0799 0.22 -0.48 0.03
H -5.8348 -3.1118 7.1183 0.39 -0.79 -0.66
H -6.5220 -4.6424 6.4290 0.34 0.47 0.01
H -7.3113 -3.4776 3.0413 0.15 0.30 0.02
H -6.2022 -4.7119 3.6858 -0.37 0.29 -0.06
H -7.7680 -4.4828 4.3928 -0.55 -0.17 0.36
H -8.2971 -2.4391 5.9939 -0.34 -0.26 0.07
H -6.9338 -1.3041 6.2415 -0.18 -0.18 0.13
H -7.7301 -1.3144 4.6885 -0.29 -0.39 0.31
H -2.5645 -3.7506 3.1763 -0.37 -0.39 -0.28
H -3.7428 -2.8109 2.2131 0.21 0.08 -0.13
H -4.3889 -4.1876 3.0483 0.96 0.16 0.25
H -5.5937 -0.3016 3.6658 0.13 0.12 0.38